# 1
A molecular structure, C15H33B3O9 in a non-equilibrium geometry. Source: OMol25; level of theory: the ωB97M-V functional and the def2-TZVPD basis.

Computed properties:
Frontier orbital gap ... 9.70 eV
Max |F| ... 2.649 eV/Å
Total charge ... 0
E_LUMO ... 0.64 eV

Atoms and positions in Å:
C (-1.238, 0.157, 0.049)
C (-1.768, -1.319, -0.048)
O (-2.550, -1.550, 1.129)
C (-2.565, -2.946, 1.498)
B (-2.061, -2.978, 3.017)
O (-2.787, -2.524, 4.145)
B (-1.996, -1.449, 4.671)
O (-2.712, -0.297, 5.057)
O (-0.580, -1.526, 4.759)
B (-0.049, -2.234, 3.650)
C (1.189, -1.786, 2.752)
C (1.809, -0.394, 3.110)
C (2.704, -0.606, 4.401)
C (2.762, -0.007, 1.908)
O (-0.732, -3.445, 3.278)
H (-0.511, 0.247, 0.888)
H (-2.059, 0.885, 0.192)
H (-0.672, 0.433, -0.868)
H (-0.867, -1.957, -0.135)
H (-2.455, -1.366, -0.922)
H (-1.840, -3.544, 0.902)
H (-3.573, -3.391, 1.342)
H (-3.279, -0.133, 4.296)
H (0.791, -1.702, 1.708)
H (1.931, -2.613, 2.715)
H (1.048, 0.397, 3.233)
H (2.946, -1.690, 4.429)
H (3.612, 0.015, 4.304)
H (2.140, -0.346, 5.315)
H (3.746, -0.510, 2.042)
H (2.336, -0.459, 0.982)
H (2.847, 1.083, 1.756)
O (-3.203, -2.818, -2.390)
C (-3.396, -2.416, -3.505)
O (-3.077, -1.149, -3.813)
C (-3.068, -0.632, -5.148)
C (-4.439, -0.133, -5.555)
C (-4.075, -3.272, -4.537)
H (-2.665, -1.365, -5.849)
H (-2.367, 0.203, -5.138)
H (-5.172, -0.941, -5.568)
H (-4.403, 0.317, -6.548)
H (-4.798, 0.610, -4.842)
H (-5.155, -3.155, -4.449)
H (-3.815, -4.313, -4.346)
H (-3.764, -3.061, -5.559)
O (1.873, 2.649, -0.431)
C (2.871, 3.278, -0.651)
O (3.830, 3.343, 0.287)
C (5.136, 3.881, 0.054)
C (5.159, 5.381, 0.267)
C (3.030, 4.072, -1.918)
H (5.508, 3.593, -0.931)
H (5.789, 3.402, 0.783)
H (4.509, 5.897, -0.440)
H (6.173, 5.768, 0.151)
H (4.800, 5.627, 1.267)
H (2.595, 5.062, -1.779)
H (2.494, 3.559, -2.715)
H (4.061, 4.168, -2.252)

Atomic forces in eV per Å
C 0.350 -0.543 -0.012
C -0.167 2.580 -0.415
O 0.828 -0.871 0.102
C -0.271 -0.682 0.459
B 0.117 -1.666 0.746
O 1.833 1.355 -1.349
B -0.748 0.230 1.026
O 1.576 -1.195 -0.609
O -1.294 -0.021 -1.588
B 0.319 -1.275 0.482
C -0.995 0.850 0.206
C 1.795 -1.053 -0.447
C -0.978 0.314 -0.607
C -0.686 -0.689 0.029
O -0.721 2.479 -0.437
H -0.569 0.019 -0.400
H 0.373 -0.440 -0.042
H -0.458 -0.210 0.475
H -0.739 -0.156 0.063
H 0.867 -0.462 0.511
H -0.506 0.476 0.190
H 0.465 0.347 0.004
H -0.599 0.135 0.243
H 0.054 -0.310 0.667
H -0.211 0.600 0.038
H 0.211 -0.542 0.088
H 0.237 0.779 0.182
H -0.358 -0.381 0.366
H 0.406 -0.138 -0.337
H -0.474 0.562 -0.010
H 0.271 0.606 0.408
H 0.213 -0.531 0.148
O -0.006 0.060 -0.166
C -0.343 -0.312 0.066
O 0.415 0.297 0.157
C -0.181 0.119 -0.176
C -0.165 -0.091 0.058
C 0.333 -0.358 -0.440
H -0.071 -0.058 0.050
H 0.024 -0.083 0.193
H 0.048 -0.015 -0.090
H 0.011 0.001 0.028
H 0.096 0.034 -0.046
H 0.031 0.034 -0.017
H -0.131 0.075 0.192
H -0.182 0.140 0.002
O 0.079 -0.075 0.168
C -0.324 0.194 -0.186
O 0.191 -0.345 0.333
C 0.107 0.236 0.012
C -0.147 0.116 -0.052
C 0.318 -0.221 -0.530
H -0.089 0.038 -0.025
H -0.179 -0.103 0.024
H 0.082 -0.017 -0.058
H -0.017 -0.018 0.016
H 0.090 -0.067 0.006
H 0.044 -0.015 0.020
H -0.168 0.070 0.161
H -0.008 0.195 0.118



# 2
A molecular structure, C39H39EuN8OP in a non-equilibrium geometry. Source: OMol25; level of theory: the ωB97M-V functional and the def2-TZVPD basis.

Computed properties:
2S+1 ... 7
Frontier orbital gap (spin up / spin down) ... 5.98 / 8.21 eV
Max |F| ... 2.049 eV/Å
Total charge ... +3
<S²> ... 12.02
E_LUMO (spin up / spin down) ... -9.95 / -7.70 eV

Atoms and positions in Å:
Eu (-0.083, 0.043, -0.338)
C (1.686, -0.108, 2.856)
N (0.302, 0.302, 2.511)
C (-0.047, 1.682, 2.929)
C (-0.169, 2.628, 1.766)
N (-0.082, 2.243, 0.502)
C (-0.223, 3.397, -0.253)
C (-0.191, 3.558, -1.635)
C (-0.336, 4.842, -2.120)
C (-0.490, 5.934, -1.252)
C (-0.535, 5.788, 0.121)
C (-0.408, 4.493, 0.611)
N (-0.379, 3.955, 1.882)
C (2.490, -0.500, 1.652)
N (2.140, -0.212, 0.408)
C (3.187, -0.646, -0.391)
C (3.360, -0.522, -1.768)
C (4.544, -1.007, -2.287)
C (5.508, -1.612, -1.467)
C (5.350, -1.736, -0.101)
C (4.174, -1.226, 0.429)
N (3.683, -1.123, 1.714)
H (1.690, -0.943, 3.567)
H (2.209, 0.726, 3.342)
H (-0.325, -0.325, 3.016)
H (0.705, 2.087, 3.621)
H (-1.004, 1.676, 3.466)
H (-0.028, 2.694, -2.283)
H (-0.327, 5.010, -3.185)
H (-0.570, 6.924, -1.674)
H (-0.662, 6.641, 0.771)
H (-0.500, 4.487, 2.732)
H (2.604, -0.022, -2.379)
H (4.748, -0.906, -3.341)
H (6.408, -1.986, -1.924)
H (6.105, -2.191, 0.521)
H (4.169, -1.425, 2.544)
N (-0.632, -0.094, -2.959)
C (-2.039, -0.153, -3.402)
C (-2.313, -0.186, -4.765)
C (-3.618, -0.286, -5.218)
C (-4.665, -0.356, -4.310)
C (-4.405, -0.292, -2.955)
C (-3.093, -0.192, -2.485)
P (-2.821, -0.055, -0.679)
C (-3.523, -1.604, -0.027)
C (-3.795, -1.651, 1.342)
C (-4.425, -2.753, 1.886)
C (-4.774, -3.821, 1.071)
C (-4.433, -3.809, -0.273)
C (-3.798, -2.710, -0.826)
C (-4.034, 1.240, -0.238)
C (-5.297, 0.991, 0.290)
C (-6.148, 2.053, 0.557)
C (-5.762, 3.353, 0.274)
C (-4.510, 3.600, -0.271)
C (-3.642, 2.551, -0.511)
H (-0.202, -0.975, -3.282)
H (-0.190, 0.628, -3.545)
H (-1.500, -0.137, -5.478)
H (-3.815, -0.309, -6.277)
H (-5.681, -0.464, -4.656)
H (-5.214, -0.323, -2.238)
H (-3.544, -0.796, 1.961)
H (-4.672, -2.768, 2.936)
H (-5.325, -4.652, 1.481)
H (-4.699, -4.645, -0.903)
H (-3.546, -2.708, -1.879)
H (-5.630, -0.015, 0.494)
H (-7.127, 1.863, 0.966)
H (-6.440, 4.170, 0.472)
H (-4.212, 4.610, -0.508)
H (-2.666, 2.741, -0.947)
N (-0.157, -2.349, -0.151)
C (-0.394, -3.490, -0.055)
N (-0.634, -4.737, 0.037)
C (-1.128, -5.523, -1.098)
C (-0.404, -6.877, -1.123)
O (-0.554, -7.542, 0.100)
C (0.013, -6.813, 1.153)
C (-0.688, -5.456, 1.312)
H (-0.964, -4.979, -2.027)
H (-2.200, -5.694, -0.950)
H (0.661, -6.732, -1.355)
H (-0.854, -7.519, -1.883)
H (1.090, -6.665, 0.983)
H (-0.128, -7.409, 2.056)
H (-0.215, -4.865, 2.096)
H (-1.740, -5.627, 1.564)

Atomic forces in eV per Å
Eu 0.961 -0.279 -0.112
C 0.198 -0.006 0.030
N -0.226 -0.127 -0.098
C -0.067 0.217 0.148
C -0.044 -0.172 0.158
N -0.081 0.155 0.475
C -0.058 0.784 0.068
C 0.078 -0.084 0.159
C 0.001 -0.154 -0.063
C -0.041 -0.009 0.008
C -0.052 -0.117 0.064
C 0.103 -0.262 -1.019
N 0.133 -0.415 0.121
C -0.127 0.054 -0.011
N 0.235 -0.023 0.567
C 0.669 -0.285 0.087
C -0.122 0.025 0.214
C -0.119 0.014 -0.089
C -0.028 -0.014 0.060
C -0.052 0.037 -0.009
C -0.284 0.206 -1.005
N -0.352 0.220 0.165
H -0.117 0.180 -0.049
H -0.074 -0.165 -0.008
H 0.145 0.167 -0.213
H -0.203 -0.120 -0.051
H 0.176 -0.053 -0.058
H -0.078 0.302 -0.040
H 0.048 0.080 -0.073
H -0.041 0.059 -0.033
H 0.016 0.053 0.037
H 0.074 -0.148 0.093
H 0.296 -0.112 -0.011
H 0.007 -0.034 -0.089
H 0.162 -0.038 -0.063
H 0.120 -0.044 0.014
H -0.058 0.053 0.116
N 0.234 -0.099 -0.114
C -0.483 -0.035 0.099
C 0.104 0.013 0.041
C 0.122 0.017 0.138
C -0.011 -0.035 0.083
C 0.179 -0.015 0.019
C 0.576 0.038 0.054
P -2.012 -0.050 -0.384
C 0.258 0.110 0.132
C 0.152 0.064 -0.220
C -0.017 -0.019 0.097
C 0.052 0.012 -0.030
C -0.077 -0.120 0.056
C 0.057 0.166 -0.016
C 0.355 -0.023 0.165
C 0.113 -0.026 -0.003
C -0.061 0.057 -0.099
C 0.061 -0.054 0.006
C 0.004 0.102 0.024
C 0.070 -0.167 -0.045
H -0.066 0.423 0.161
H -0.035 -0.326 0.320
H 0.048 -0.012 -0.056
H -0.016 -0.021 -0.135
H -0.116 0.059 -0.062
H -0.096 0.018 -0.035
H -0.110 -0.003 0.098
H -0.050 -0.023 0.129
H -0.017 -0.153 0.064
H -0.027 -0.095 -0.061
H -0.090 0.047 -0.041
H -0.001 -0.108 0.029
H -0.114 -0.054 0.064
H -0.037 0.070 0.005
H 0.032 0.113 -0.026
H -0.076 0.088 0.017
N -0.057 -0.040 0.072
C 0.119 0.801 -0.038
N -0.058 -0.431 -0.011
C -0.137 -0.621 -0.565
C -0.050 0.244 -0.275
O -0.165 -0.083 0.038
C 0.040 0.265 0.254
C 0.091 -0.573 0.635
H -0.011 0.020 0.037
H 0.085 0.093 -0.028
H -0.079 -0.004 -0.011
H 0.070 0.140 -0.012
H -0.069 0.002 0.034
H 0.056 0.144 -0.021
H -0.019 0.023 -0.050
H 0.078 0.114 -0.024



# 3
A gas-phase ion, C3H3Cl2N2 (charge +1) in a non-equilibrium geometry. Source: OMol25; level of theory: the ωB97M-V functional and the def2-TZVPD basis.

Computed properties:
Frontier orbital gap ... 8.91 eV
Max |F| ... 4.972 eV/Å
Total charge ... +1
E_LUMO ... -6.20 eV

Atoms and positions in Å:
C (0.383, 1.212, 0.342)
C (-0.103, -0.150, -0.065)
N (-1.306, -0.047, -0.924)
N (-2.310, 0.096, -1.357)
C (0.481, -1.398, 0.051)
Cl (-0.382, -2.785, -0.483)
Cl (1.903, -1.469, 1.028)
H (0.873, 1.563, -0.436)
H (0.839, 1.030, 1.305)
H (-0.377, 1.948, 0.539)

Atomic forces in eV per Å
C -2.669 -2.359 3.219
C -0.521 -0.490 -1.185
N -0.307 -0.663 1.029
N 1.348 -0.100 0.161
C -1.296 1.365 0.642
Cl 0.994 0.452 0.203
Cl -0.972 -0.440 -0.909
H 3.403 1.881 -3.099
H 0.935 0.457 -0.150
H -0.915 -0.105 0.089



# 4
2 unconnected molecules or ions with the total composition CH5Cl2N2OP in a non-equilibrium geometry. Source: OMol25; level of theory: the ωB97M-V functional and the def2-TZVPD basis.

Computed properties:
Frontier orbital gap ... 8.90 eV
Max |F| ... 5.714 eV/Å
Total charge ... 0
E_LUMO ... 0.27 eV

Atoms and positions in Å:
C (1.633, 0.095, 0.718)
N (-0.795, -1.500, -0.818)
N (-1.182, 1.254, -0.403)
O (-1.541, -0.645, 1.464)
P (-0.781, -0.228, 0.272)
Cl (1.493, 1.840, 1.038)
Cl (2.399, -0.321, -0.730)
H (1.914, -0.334, 1.607)
H (-0.262, -1.486, -1.575)
H (-0.807, -2.349, -0.252)
H (-0.720, 1.444, -1.323)
H (-1.351, 2.229, 0.000)

Atomic forces in eV per Å
C -5.226 1.801 -1.446
N -2.905 1.121 4.196
N 0.505 1.155 -1.659
O 0.370 0.548 -0.166
P 1.850 0.134 1.546
Cl 0.738 0.087 -0.018
Cl 0.932 -0.316 -0.744
H 0.912 -1.409 1.592
H 2.930 -0.208 -3.939
H 0.046 0.229 -0.517
H -0.526 -0.514 1.028
H 0.374 -2.629 0.126



# 5
A molecular structure, C20H22N2O2SbSe4TeZr. Source: OMol25; level of theory: the ωB97M-V functional and the def2-TZVPD basis.

Computed properties:
Frontier orbital gap ... 6.48 eV
Max |F| ... 0.204 eV/Å
Total charge ... +1
E_LUMO ... -3.91 eV

Atoms and positions in Å:
Zr (1.897, -0.387, -1.246)
N (2.628, -2.085, 0.278)
C (4.027, -1.923, 0.654)
C (4.588, -2.560, 1.721)
C (5.954, -2.372, 2.020)
C (6.725, -1.558, 1.241)
C (6.163, -0.883, 0.134)
C (6.899, -0.015, -0.707)
C (6.277, 0.613, -1.746)
C (4.908, 0.389, -1.957)
N (4.189, -0.419, -1.195)
C (4.799, -1.064, -0.155)
H (2.035, -2.063, 1.106)
H (2.488, -3.010, -0.127)
H (3.988, -3.219, 2.336)
H (6.384, -2.884, 2.869)
H (7.775, -1.416, 1.462)
H (7.952, 0.145, -0.510)
H (6.803, 1.288, -2.405)
H (4.388, 0.902, -2.759)
C (-7.297, 1.970, 0.837)
C (-5.902, 1.450, 1.034)
C (-5.672, 0.193, 1.579)
C (-4.385, -0.299, 1.776)
C (-4.203, -1.677, 2.348)
C (-3.316, 0.518, 1.403)
Te (-1.349, -0.163, 1.664)
C (-3.505, 1.796, 0.853)
C (-2.370, 2.696, 0.442)
C (-4.809, 2.232, 0.678)
H (-8.041, 1.212, 1.071)
H (-7.448, 2.294, -0.193)
H (-7.478, 2.834, 1.480)
H (-6.516, -0.427, 1.856)
H (-5.169, -2.125, 2.571)
H (-3.622, -1.659, 3.270)
H (-3.680, -2.332, 1.645)
H (-1.752, 2.244, -0.337)
H (-1.716, 2.927, 1.285)
H (-2.751, 3.635, 0.047)
H (-4.976, 3.214, 0.250)
C (-2.031, -1.279, -2.438)
O (-2.169, -0.895, -1.034)
C (-1.114, -0.842, -0.301)
O (0.006, -1.230, -0.737)
H (-1.466, -0.508, -2.959)
H (-3.048, -1.326, -2.806)
H (-1.540, -2.246, -2.506)
Se (3.147, 3.548, -3.617)
Sb (1.205, 2.365, -2.998)
Se (1.627, -0.141, -3.699)
Se (-1.121, 2.718, -3.153)
Se (1.599, 1.824, -0.327)

Atomic forces in eV per Å
Zr -0.130 -0.085 0.020
N 0.013 -0.010 -0.078
C -0.004 -0.016 0.005
C 0.040 -0.024 0.016
C -0.019 0.007 -0.010
C 0.006 -0.013 0.023
C 0.028 0.012 -0.031
C -0.006 -0.021 0.034
C -0.005 -0.004 -0.001
C -0.030 0.008 -0.036
N 0.022 0.035 -0.045
C 0.009 -0.019 0.026
H -0.004 0.015 0.020
H -0.009 -0.014 -0.010
H 0.001 0.002 0.007
H 0.001 -0.003 0.007
H 0.004 0.001 0.003
H 0.005 -0.002 0.003
H -0.001 0.000 0.001
H -0.002 0.007 0.007
C -0.004 -0.005 0.007
C -0.013 -0.047 0.014
C 0.007 0.008 -0.001
C -0.070 0.056 -0.064
C -0.019 -0.057 -0.041
C 0.051 0.081 -0.012
Te 0.030 0.006 0.000
C 0.063 0.008 0.024
C -0.010 -0.034 0.079
C -0.028 0.017 -0.021
H -0.008 -0.002 0.002
H 0.002 -0.002 0.002
H -0.003 -0.007 0.000
H -0.008 -0.002 0.008
H -0.009 -0.006 -0.002
H 0.024 -0.002 0.037
H -0.028 0.024 0.035
H -0.012 0.002 0.004
H 0.003 -0.005 0.010
H -0.014 -0.017 -0.003
H -0.004 -0.008 0.005
C -0.041 0.038 0.020
O 0.063 0.078 -0.052
C -0.114 -0.161 -0.045
O 0.154 0.038 0.129
H 0.015 0.006 0.016
H 0.002 -0.004 0.004
H 0.001 0.009 0.001
Se -0.006 -0.001 -0.001
Sb 0.018 0.042 0.031
Se 0.048 -0.037 -0.017
Se 0.022 -0.030 -0.070
Se -0.032 0.137 -0.058



# 6
2 unconnected molecules or ions with the total composition C3H8BrFSi in a non-equilibrium geometry. Source: OMol25; level of theory: the ωB97M-V functional and the def2-TZVPD basis.

Computed properties:
Frontier orbital gap (spin up / spin down) ... 8.18 / 7.49 eV
Max |F| ... 5.680 eV/Å
Total charge ... 0
E_LUMO (spin up / spin down) ... -0.03 / -1.31 eV

Atoms and positions in Å:
C (-1.439, 0.401, -1.076)
C (1.408, -1.603, 1.504)
C (1.590, 0.031, -2.163)
F (-0.904, -0.337, -3.701)
Si (-0.232, 0.649, -2.570)
Br (1.837, -1.860, -1.744)
H (-2.368, 0.114, -1.331)
H (-0.920, -0.491, -0.466)
H (-1.467, 1.251, -0.495)
H (2.044, -0.901, 2.070)
H (1.779, -2.267, 0.849)
H (0.486, -1.873, 1.934)
H (2.113, 0.302, -3.107)
H (2.219, 0.470, -1.437)

Atomic forces in eV per Å
C 5.172 -2.340 0.209
C -0.102 2.315 2.614
C -0.596 0.135 -1.974
F 0.799 0.522 0.375
Si -0.541 -1.309 1.098
Br -0.262 -0.007 -0.781
H -3.184 -1.003 -1.136
H -1.106 1.920 -1.148
H -0.011 1.793 1.511
H -0.384 -0.467 -0.615
H 1.506 -1.844 -2.035
H -1.068 0.010 0.467
H -0.140 -0.783 0.332
H -0.081 1.057 1.083



- Which value of total charge does entry 2 give?
  +3



- The lowest max |F| belongs to which entry?
  C20H22N2O2SbSe4TeZr